[1]
DFT (ωB97M-V with the def2-TZVPD basis set) results for a molecular structure, C15H14BrN3O4S2Ta.

The largest force on an atom is 0.50 eV/Å. The LUMO energy is -4.8 eV. Its spin multiplicity is 1. Its total energy is -4472.55486 Eh. Its net charge is +1.

```
40
Properties=species:S:1:pos:R:3:forces:R:3
Ta -0.457 -0.920 -0.370 -0.3 -0.2 0.1
C -5.128 0.064 0.612 0.0 0.0 0.0
C -3.851 -0.584 0.150 0.0 -0.2 -0.1
S -2.369 0.283 0.470 0.0 -0.2 0.3
C -3.780 -1.748 -0.512 0.0 0.2 0.1
C -4.947 -2.600 -0.911 0.0 0.0 0.0
S -2.203 -2.402 -0.878 0.0 0.2 -0.2
H -4.928 1.012 1.106 0.0 0.0 0.0
H -5.653 -0.579 1.319 0.0 0.0 0.0
H -5.793 0.256 -0.230 0.0 0.0 0.0
H -5.884 -2.129 -0.622 0.0 0.0 0.0
H -4.896 -3.581 -0.438 0.0 0.0 0.0
H -4.960 -2.756 -1.991 0.0 0.0 0.0
Br 3.501 1.498 0.552 0.0 0.0 0.0
C 3.700 -0.354 0.214 0.0 0.0 0.0
C 5.002 -0.843 0.243 0.0 0.0 0.0
C 5.203 -2.181 -0.019 0.0 0.0 0.0
C 4.101 -2.974 -0.302 0.0 0.0 0.0
C 2.855 -2.381 -0.298 0.0 0.0 0.1
N 2.630 -1.085 -0.041 0.0 0.0 0.0
C 1.669 -3.240 -0.614 0.0 0.0 -0.2
O 1.733 -4.385 -0.918 0.0 0.0 0.1
O 0.498 -2.557 -0.559 0.2 -0.1 0.3
H 5.821 -0.176 0.464 0.0 0.0 0.0
H 6.200 -2.599 -0.006 0.0 0.0 0.0
H 4.183 -4.028 -0.524 0.0 0.0 0.0
C 0.765 4.272 1.805 0.0 0.0 0.0
N 0.613 3.258 0.757 0.0 0.0 -0.1
C 0.715 3.556 -0.550 0.0 -0.1 0.0
C 0.572 2.625 -1.544 0.0 0.0 0.0
C 0.297 1.335 -1.099 0.0 0.2 -0.1
O 0.022 0.284 -1.867 0.1 0.2 -0.1
N 0.214 1.027 0.200 0.2 0.0 -0.4
C 0.348 1.952 1.206 -0.1 -0.1 0.5
O 0.250 1.679 2.374 0.0 0.2 -0.2
H 1.037 5.215 1.341 0.0 0.0 0.0
H 1.539 3.955 2.500 0.0 0.0 0.0
H -0.169 4.375 2.351 0.0 0.0 0.0
H 0.914 4.595 -0.776 0.0 0.0 0.0
H 0.636 2.861 -2.593 0.0 0.1 0.0
```
Forces are in eV/Å.



[2]
DFT (ωB97M-V with the def2-TZVPD basis set) results for 2 unconnected molecules or ions with the total composition C20H42ClFN4O4P at a distorted geometry.

The largest force on an atom is 6.38 eV/Å. The LUMO energy is -3.3 eV. Its spin multiplicity is 1. Its total energy is -2208.21731 Eh. Its net charge is +1.

```
73
Properties=species:S:1:pos:R:3:forces:R:3
C 5.411 2.011 0.132 0.3 -0.7 0.7
C 5.711 1.280 1.518 0.1 0.8 -0.1
C 6.582 -0.033 1.348 -0.1 1.5 0.5
Cl 6.750 -0.861 2.967 0.1 0.4 -1.2
N 6.055 -0.964 0.328 -1.0 -2.2 -2.7
C 6.598 -1.286 -0.953 -1.1 -1.4 -1.3
F 7.765 -0.786 -1.441 -2.5 -0.8 1.4
C 5.711 -2.213 -1.623 0.5 0.5 0.8
P 5.817 -2.981 -3.335 2.3 1.3 -1.6
O 7.213 -3.077 -3.873 -1.4 -0.2 1.2
N 4.600 -2.486 -0.721 5.3 3.4 0.7
N 3.528 -3.327 -0.955 -0.5 -1.0 0.2
C 4.890 -1.714 0.377 -3.1 -1.5 2.0
C 3.790 -1.787 1.515 0.2 0.9 -0.4
C 2.580 -0.864 0.984 1.0 -0.2 1.2
C 1.353 -0.824 1.977 -0.6 -0.3 -0.3
C 0.022 -0.519 1.155 0.3 -0.8 -0.4
C 0.194 0.444 -0.088 -0.3 0.5 0.1
C 0.833 1.864 0.225 -0.4 0.2 0.1
C 0.422 2.512 1.616 0.8 0.9 -1.3
O -0.846 3.159 1.456 0.0 -0.9 1.2
C -1.945 2.310 1.841 -0.1 -0.5 -0.2
H 4.660 1.384 -0.428 0.8 0.9 0.2
H 6.393 2.101 -0.419 -1.2 -0.1 0.3
H 5.011 3.055 0.313 0.4 -1.4 -0.2
H 6.341 2.008 2.118 -0.7 -1.1 -0.4
H 4.761 1.094 2.109 1.2 0.0 -0.7
H 7.597 0.298 1.000 -0.9 -0.7 0.3
H 5.100 -2.071 -4.191 -0.3 -0.6 0.9
H 5.079 -4.206 -3.367 0.0 0.5 0.6
H 3.765 -4.009 -1.691 0.1 0.7 0.3
H 3.343 -3.918 -0.129 0.2 0.6 -0.2
H 4.181 -1.436 2.509 -0.3 -0.3 -1.1
H 3.428 -2.847 1.674 0.6 1.1 -0.4
H 2.334 -1.255 -0.044 -0.1 0.7 1.1
H 3.010 0.183 0.955 -0.6 -1.2 -0.5
H 1.507 -0.075 2.810 0.0 -0.7 -1.1
H 1.187 -1.819 2.503 0.4 1.1 -0.7
H -0.792 -0.197 1.864 0.9 -0.1 -0.9
H -0.323 -1.519 0.735 0.3 1.1 0.5
H 0.785 -0.032 -0.933 -0.7 0.4 1.1
H -0.841 0.622 -0.522 1.2 -0.2 0.5
H 0.451 2.572 -0.576 0.5 -0.7 1.0
H 1.958 1.901 0.153 -1.0 -0.4 0.0
H 0.486 1.816 2.498 -0.4 0.5 -0.9
H 1.177 3.341 1.811 -0.9 -0.9 -0.2
H -1.642 1.650 2.706 -0.3 0.6 -0.8
H -2.801 2.945 2.198 0.8 -0.6 -0.6
H -2.226 1.661 0.949 0.0 0.8 1.2
C -7.108 -1.806 0.694 0.2 -0.1 -0.2
O -7.102 -1.656 -0.715 -0.2 0.1 0.3
C -8.051 -0.704 -1.197 0.1 0.1 -0.6
C -7.359 0.563 -1.690 0.0 -0.2 0.4
N -6.791 1.331 -0.583 0.1 0.0 -0.2
C -5.860 2.383 -0.996 0.0 -0.2 0.2
C -4.607 1.973 -1.783 0.0 0.5 0.1
O -3.651 1.237 -1.029 -0.1 -0.2 -0.2
C -3.943 -0.145 -0.894 0.3 0.1 0.2
H -6.531 -2.700 0.939 0.0 0.0 -0.1
H -6.630 -0.953 1.186 -0.1 0.0 0.2
H -8.123 -1.934 1.079 0.0 0.1 0.0
H -8.822 -0.480 -0.453 0.2 0.0 0.1
H -8.549 -1.172 -2.051 0.0 0.0 0.0
H -8.083 1.185 -2.224 0.0 0.0 0.0
H -6.585 0.253 -2.401 -0.1 -0.1 -0.2
H -6.302 0.702 0.041 -0.1 0.0 0.0
H -5.529 2.879 -0.081 0.1 0.1 -0.1
H -6.413 3.130 -1.576 0.0 -0.1 -0.1
H -4.098 2.898 -2.074 0.0 0.0 0.1
H -4.842 1.458 -2.720 -0.1 -0.2 0.1
H -4.429 -0.556 -1.782 -0.1 0.0 0.1
H -4.554 -0.317 -0.007 -0.1 -0.2 -0.1
H -3.001 -0.678 -0.741 0.0 0.1 -0.1
```
Forces are in eV/Å.



[3]
DFT (ωB97M-V with the def2-TZVPD basis set) results for 3 unconnected molecules or ions with the total composition C13H26N2O7.

The largest force on an atom is 0.79 eV/Å. The LUMO energy is 0.7 eV. Its spin multiplicity is 1. Its total energy is -1147.12260 Eh. Its net charge is 0.

```
48
Properties=species:S:1:pos:R:3:forces:R:3
C -2.960 -7.099 1.401 0.0 0.0 0.0
C -2.029 -5.989 0.936 -0.1 -0.1 0.0
O -2.418 -4.747 1.521 0.1 0.0 -0.1
C -2.682 -3.712 0.600 -0.1 0.1 0.0
C -1.428 -3.229 -0.141 0.2 -0.1 -0.2
O -1.545 -1.824 -0.417 -0.1 0.0 0.3
C -0.694 -0.979 0.252 0.5 -0.2 -0.2
C 0.764 -0.971 -0.194 0.0 0.0 0.1
O 1.398 -0.423 0.979 -0.1 0.1 -0.4
C 0.615 -0.708 2.042 0.0 -0.5 -0.4
O 0.902 -0.461 3.160 0.2 0.1 0.8
O -0.514 -1.340 1.649 -0.4 0.5 -0.1
H -4.002 -6.841 1.177 0.2 -0.1 0.0
H -2.713 -8.037 0.886 0.0 0.2 0.2
H -2.874 -7.255 2.481 0.0 0.0 -0.2
H -2.051 -5.925 -0.163 0.0 0.0 0.2
H -0.994 -6.207 1.237 -0.2 0.0 -0.1
H -3.081 -2.867 1.173 0.1 -0.2 0.0
H -3.458 -4.025 -0.120 0.2 0.1 0.1
H -1.308 -3.724 -1.113 0.0 0.1 0.2
H -0.543 -3.448 0.467 -0.2 0.1 0.0
H -1.099 0.037 0.205 -0.1 -0.2 -0.1
H 1.171 -1.979 -0.343 -0.2 0.1 -0.2
H 0.929 -0.336 -1.064 0.1 0.0 0.2
C 2.296 2.483 2.340 0.1 0.0 -0.1
N 3.065 2.826 1.156 0.0 0.1 0.0
C 4.498 2.609 1.148 0.0 0.0 0.0
C 2.477 3.315 0.051 0.0 0.0 0.0
O 3.063 3.606 -0.981 0.0 -0.1 0.0
H 2.639 3.052 3.206 0.0 0.0 0.0
H 2.377 1.421 2.558 0.0 0.0 0.1
H 1.248 2.716 2.161 0.0 0.0 0.0
H 5.030 3.544 0.969 0.0 0.0 0.0
H 4.777 1.910 0.357 0.0 0.0 0.0
H 4.797 2.200 2.110 0.0 0.0 0.0
H 1.386 3.415 0.158 0.0 0.0 0.0
C -0.063 4.541 -3.856 0.0 0.0 0.0
N -0.526 3.947 -2.619 -0.1 0.0 0.0
C -1.551 4.621 -1.841 0.0 0.0 0.0
C -0.023 2.794 -2.155 0.1 -0.1 0.1
O -0.375 2.264 -1.111 0.0 -0.1 0.0
H 0.366 5.528 -3.674 0.0 0.0 0.0
H -0.883 4.640 -4.570 0.0 0.0 0.0
H 0.707 3.909 -4.292 0.0 0.0 0.0
H -1.179 4.868 -0.847 0.0 0.0 0.0
H -2.426 3.981 -1.722 0.0 0.0 0.0
H -1.838 5.535 -2.355 0.0 0.0 0.0
H 0.754 2.363 -2.804 0.0 0.0 0.0
```
Forces are in eV/Å.



[4]
DFT (ωB97M-V with the def2-TZVPD basis set) results for 2 unconnected molecules or ions with the total composition C3H4OS at a distorted geometry.

The largest force on an atom is 3.22 eV/Å. The LUMO energy (alpha / beta) is -0.9 / -0.9 eV. Its spin multiplicity is 1. Its total energy is -589.93769 Eh. Its net charge is 0.

```
9
Properties=species:S:1:pos:R:3:forces:R:3
C 0.279 -0.110 -0.372 -0.3 -2.9 -1.4
C 0.345 1.101 -0.896 -0.6 -0.3 1.7
C -0.642 -1.433 1.053 -0.3 2.8 -0.2
O 1.384 3.537 -1.098 -0.9 -1.1 -0.2
S 0.284 2.599 -1.492 0.8 0.0 0.5
H 0.752 -0.883 -1.111 -0.7 1.2 1.6
H -1.733 -1.616 0.805 1.6 0.4 -0.4
H -0.641 -0.857 2.019 0.4 -0.5 -1.1
H -0.029 -2.339 1.094 0.0 0.6 -0.4
```
Forces are in eV/Å.